Here is 2 unconnected molecules or ions with the total composition C6H15NO in a non-equilibrium geometry from OMol25. Energies are from ωB97M-V/def2-TZVPD.

The geometry in XYZ format:
```
23
Properties=species:S:1:pos:R:3:lowdin_charge:R:1
O -2.2011 -1.9148 -1.9757 -0.163
H 1.5854 -1.1249 -0.9514 0.108
H -0.2126 2.5641 -0.5709 0.070
C -0.0598 0.1979 -0.7898 -0.210
C -0.1104 2.4261 -1.6580 -0.160
H 1.2012 -2.1208 1.2173 0.033
H 0.3988 0.5300 -2.8516 0.068
H -2.5766 -2.0685 -1.1141 -0.028
C 0.7433 -0.6859 -0.2741 -0.268
H -0.9521 0.0435 1.7733 0.069
H -1.1251 0.5302 -0.4167 0.125
H -1.0565 -1.3885 2.5680 0.046
H 1.5672 -0.9136 3.1502 0.030
C 0.5824 1.0761 -1.9565 -0.267
H 1.2475 0.7659 2.2885 0.081
H 1.6793 1.0774 -1.7507 0.089
C -0.2699 -0.7828 2.0660 -0.377
H -1.6212 -2.5578 -2.1401 -0.097
C 0.8571 -0.0896 2.9875 -0.190
H 0.3363 3.1844 -2.1605 0.003
N 0.4176 -1.5391 0.9370 -0.068
H -1.0798 2.3372 -2.2597 0.095
H 0.6490 0.4534 3.8819 0.010
```

Output
- energy above the lowest of the compared OMol25 structures with the same formula, charge and spin (kcal/mol) = 80.7
- charge = -1
- calculated total energy (eV) = -9998.4110
- HOMO energy (alpha / beta) (eV) = 1.4 / -4.5
- 2S+1 = 2

=====

Here is 2 unconnected molecules or ions with the total composition C6H15NO in a non-equilibrium geometry from OMol25. Energies are from ωB97M-V/def2-TZVPD.

The geometry in XYZ format:
```
23
Properties=species:S:1:pos:R:3:lowdin_charge:R:1
H -0.5741 0.5355 0.2693 0.081
H -2.3143 0.7228 0.6791 0.100
C -0.9832 2.2374 1.5364 -0.302
H 2.6530 0.3571 -1.9203 0.042
H -0.4859 -3.5005 -0.0101 0.031
H 1.2401 -3.5792 -0.2037 0.042
H -0.0494 2.1647 2.0808 0.094
H 1.5201 1.0513 -0.6470 0.010
N -0.9468 3.0715 0.3372 -0.055
H -1.0487 4.0885 0.5987 0.054
C 1.6719 0.3208 -1.4272 -0.195
C 0.4379 -1.9334 -1.2412 -0.321
H 0.2067 -4.0562 -1.5901 0.038
H -0.2697 -1.6061 -1.9964 0.024
C 0.3189 -3.3485 -0.7520 -0.208
H 2.2455 -1.4527 -0.1843 0.039
O -1.1270 -0.0342 2.2779 -0.174
C 1.4630 -1.0787 -0.8621 -0.311
H 0.8789 0.4782 -2.1866 0.053
H -1.7949 2.5955 2.1762 0.097
H -0.0677 3.0347 -0.1756 0.036
H -1.6953 -0.8478 2.1468 0.097
C -1.2791 0.7793 1.0943 -0.270
```

Output
- energy above the lowest of the compared OMol25 structures with the same formula, charge and spin (kcal/mol) = 53.1
- charge = -1
- calculated total energy (eV) = -9999.6096
- HOMO energy (alpha / beta) (eV) = 1.8 / -3.5
- 2S+1 = 2

=====

Here is a single C6H15NO molecule in a non-equilibrium geometry from OMol25. Energies are from ωB97M-V/def2-TZVPD.

The geometry in XYZ format:
```
23
Properties=species:S:1:pos:R:3:lowdin_charge:R:1
O -3.6247 -0.4029 -1.9651 -0.135
C 2.1321 1.3790 0.4819 -0.282
C -1.8162 -0.8766 -0.4261 -0.210
H 0.4526 1.2129 1.9567 0.140
H 3.3863 -0.0400 -0.2628 0.028
H 1.0480 -1.2473 0.2235 0.132
C -2.1819 -0.6550 -1.9460 -0.220
H 1.8460 0.1381 2.2720 0.117
H -1.2287 0.7785 0.8980 0.104
H -1.5812 0.0780 -2.4295 0.098
C -0.8164 0.0968 0.1238 -0.204
H -2.8691 -0.8458 0.0566 0.126
N 3.4353 0.8421 0.1219 0.010
H 1.5897 1.7497 -0.4206 0.106
H -2.0485 -1.6085 -2.3999 0.089
C 0.3704 -0.6651 0.9750 -0.211
H -1.5684 -1.8963 -0.1189 0.098
H -0.3362 0.6969 -0.7195 0.113
H 4.2056 1.0586 0.6800 0.044
H 2.3792 2.2108 1.1507 0.107
H -3.9447 -1.2335 -1.4368 0.121
C 1.2409 0.4887 1.3638 -0.294
H -0.0701 -1.2592 1.8209 0.121
```

Output
- energy above the lowest of the compared OMol25 structures with the same formula, charge and spin (kcal/mol) = 76.9
- calculated total energy (eV) = -10000.4242
- HOMO energy (eV) = -9.0
- structure (SMILES) = NCCCCCCO

=====

Here is a molecular structure, C6H15NO in a non-equilibrium geometry from OMol25. Energies are from ωB97M-V/def2-TZVPD.

The geometry in XYZ format:
```
23
Properties=species:S:1:pos:R:3:lowdin_charge:R:1
H 2.7379 -0.6247 1.1737 0.061
H 1.7191 1.7047 1.0995 0.074
H -3.0328 0.2732 -0.5247 0.067
C 0.0749 0.4131 -0.3618 -0.627
H 2.0363 1.7816 -0.6411 0.072
H -0.6364 -0.6859 -2.0733 0.081
H -1.6771 -1.8061 -0.1208 0.077
H -3.0078 0.6386 1.2179 0.074
H -1.8031 -1.5661 1.6264 0.078
O -0.6604 1.5102 -0.7320 0.003
H 0.4181 -0.7655 1.1739 0.079
H -1.0183 1.8620 0.1001 0.108
H 0.7633 -1.4287 -1.2618 0.083
C -3.0015 -0.1664 0.4760 -0.144
H 3.0554 -0.5342 -0.5677 0.062
H -3.9425 -0.7198 0.6069 0.074
H 3.9290 0.5085 0.5419 0.068
C 0.3041 -0.4844 -1.5556 -0.032
N -0.2292 -0.0386 0.8840 0.063
H 0.9609 0.0203 -2.2699 0.087
C -1.8069 -1.0595 0.6620 -0.110
C 2.9445 0.0597 0.3454 -0.163
C 1.8727 1.1079 0.2011 -0.132
```

Output
- energy above the lowest of the compared OMol25 structures with the same formula, charge and spin (kcal/mol) = 82.1
- calculated total energy (eV) = -10000.1980
- HOMO energy (eV) = -7.7

=====

Here is a single C6H15NO molecule in a non-equilibrium geometry from OMol25. Energies are from ωB97M-V/def2-TZVPD.

The geometry in XYZ format:
```
23
Properties=species:S:1:pos:R:3:lowdin_charge:R:1
C -1.2101 1.6399 -0.2367 -0.142
H -0.0438 -2.0828 2.3332 0.073
C 0.9907 -0.7331 0.9584 -0.199
H -1.5358 -1.2976 -1.3798 0.091
C 0.2494 -1.0343 2.2528 -0.101
H 0.6877 -1.1136 -2.1929 0.116
H -1.7330 -1.1709 0.3704 0.069
H -1.7046 1.9884 -1.1550 0.071
C 0.2808 -0.8397 -0.3366 -0.461
H 0.8927 -0.7951 3.0997 0.071
H -0.9284 -2.5887 -0.3198 0.097
H 1.0570 0.4709 0.8023 0.160
H -0.6448 -0.4182 2.3502 0.068
H 0.5332 2.0147 -2.2703 0.072
H -1.9225 1.0149 0.3014 0.064
N -0.0055 0.9242 -0.5654 -0.255
C 0.9519 1.7113 -1.2996 -0.145
C -1.0679 -1.5094 -0.4174 -0.021
H 1.8613 1.1337 -1.4669 0.077
O 1.1413 -1.2156 -1.3463 0.021
H 1.9412 -1.2615 0.8962 0.114
H 1.2201 2.6349 -0.7630 0.079
H -1.0109 2.5274 0.3850 0.079
```

Output
- energy above the lowest of the compared OMol25 structures with the same formula, charge and spin (kcal/mol) = 76.2
- calculated total energy (eV) = -10000.4526
- HOMO energy (eV) = -7.3
- structure (SMILES) = CC[C@](C)(O)N(C)C

=====

Here is 2 unconnected molecules or ions with the total composition C6H15NO in a non-equilibrium geometry from OMol25. Energies are from ωB97M-V/def2-TZVPD.

The geometry in XYZ format:
```
23
Properties=species:S:1:pos:R:3:lowdin_charge:R:1
H -1.4665 -1.2911 0.7587 0.113
H 1.2871 1.6315 1.7832 0.087
H -2.2760 1.6806 -3.0199 0.068
H 1.3230 0.3233 -0.7598 0.106
C -1.2569 -0.1998 0.9212 -0.211
H -0.3750 -0.7029 2.7367 0.107
H -2.1307 2.2305 -1.2545 0.071
H 1.8328 -0.0170 1.4577 0.098
H -3.2511 1.0664 -1.8155 0.063
H -2.2908 0.0996 1.1572 0.109
H -0.5032 0.0382 -2.2805 0.105
C -1.3316 0.1900 -1.5901 -0.234
O 4.9322 -3.6592 0.3737 -0.089
H 4.2177 -4.1942 -0.0391 0.046
H -0.6974 0.8691 2.7142 0.104
C 1.0054 0.6865 1.3755 -0.133
C 0.5805 0.8769 -0.1523 -0.182
H 4.8441 -2.7933 -0.0811 0.043
H -2.0080 -0.6634 -1.6796 0.110
H 0.7554 1.9371 -0.3922 0.106
C -0.2476 0.1267 2.0277 -0.180
N -0.7413 0.3653 -0.2864 -0.213
C -2.2021 1.3992 -1.9547 -0.093
```

Output
- energy above the lowest of the compared OMol25 structures with the same formula, charge and spin (kcal/mol) = 54.2
- calculated total energy (eV) = -10001.4075
- HOMO energy (eV) = -7.7
- structure (SMILES) = CCN1CCCC1.O